Record 1
{
  "formula": "C14H18N2O5",
  "method": "ωB97M-V with the def2-TZVPD basis set",
  "symbols": ["C", "C", "C", "C", "C", "C", "C", "C", "C", "C", "C", "C", "C", "C", "H", "H", "H", "H", "H", "H", "H", "H", "H", "H", "H", "H", "H", "H", "H", "H", "H", "H", "N", "N", "O", "O", "O", "O", "O"],
  "positions_angstrom": [[-0.010, 1.934, 1.697], [-0.026, 0.722, 2.715], [1.294, 1.809, 0.868], [1.165, 2.710, -0.372], [0.896, 1.974, -1.598], [-0.856, -1.004, 1.042], [-2.301, -1.524, 1.002], [0.151, -2.119, 0.470], [0.384, -1.924, -0.995], [-0.504, -2.194, -2.062], [1.600, -1.397, -1.283], [-0.075, -1.892, -3.389], [1.983, -0.886, -2.516], [1.118, -1.116, -3.570], [-0.949, 3.387, 2.814], [0.621, 3.174, 3.257], [-0.819, 2.083, 0.977], [1.491, 0.725, 0.601], [2.163, 2.045, 1.475], [2.098, 3.171, -0.598], [0.448, 3.589, -0.223], [-0.135, 0.570, -2.337], [-0.276, -1.224, 3.080], [-0.856, -0.160, 0.432], [1.083, -2.082, 1.079], [-0.313, -3.081, 0.781], [-1.469, -2.660, -1.941], [2.362, -1.314, -0.432], [-0.702, -2.001, -4.220], [2.835, -0.215, -2.521], [1.407, -0.793, -4.615], [-2.631, -0.487, 2.538], [-0.002, 3.219, 2.397], [-0.510, -0.528, 2.394], [0.522, 0.829, 3.816], [1.501, 2.158, -2.625], [-0.161, 1.184, -1.568], [-2.734, -2.399, 0.245], [-3.089, -1.037, 1.913]],
  "spin_multiplicity": 1,
  "smiles": "N[C@@H](CCC(=O)O)C(=O)N[C@@H](Cc1ccccc1)C(=O)O"
}



Record 2
{
  "formula": "C14H18N2O6",
  "method": "ωB97M-V with the def2-TZVPD basis set",
  "symbols": ["C", "C", "C", "C", "C", "C", "C", "C", "C", "C", "C", "C", "C", "C", "H", "H", "H", "H", "H", "H", "H", "H", "H", "H", "H", "H", "H", "H", "H", "H", "H", "H", "N", "N", "O", "O", "O", "O", "O", "O"],
  "positions_angstrom": [[-2.079, 1.388, 1.312], [-1.837, 1.176, -0.169], [-0.969, 2.357, 1.842], [0.431, 1.797, 1.571], [1.222, 2.223, 0.492], [1.024, 0.898, 2.479], [2.551, 1.815, 0.316], [2.332, 0.451, 2.244], [3.058, 0.819, 1.137], [-1.470, -0.520, -1.900], [-2.014, -1.924, -2.038], [0.012, -0.503, -2.228], [0.820, -1.300, -1.254], [0.766, -2.809, -1.429], [-3.061, -0.253, 2.088], [-1.716, 0.190, 2.958], [-3.024, 1.941, 1.458], [-1.066, 2.618, 2.924], [-1.054, 3.278, 1.265], [0.854, 3.003, -0.173], [0.441, 0.563, 3.327], [3.027, 2.311, -0.492], [2.732, -0.321, 2.886], [4.845, 0.700, 0.367], [-1.824, -0.754, 0.152], [-1.913, 0.235, -2.579], [0.312, 0.545, -2.251], [0.165, -0.990, -3.229], [0.621, -0.967, -0.205], [1.884, -1.154, -1.425], [1.524, -4.282, -0.597], [-2.674, -3.178, -3.227], [-2.130, 0.112, 2.022], [-1.825, -0.099, -0.559], [-1.605, 2.116, -0.920], [4.278, 0.227, 0.991], [-2.358, -2.581, -1.117], [0.361, -3.478, -2.347], [1.502, -3.330, -0.378], [-2.142, -2.321, -3.315]],
  "spin_multiplicity": 1,
  "smiles": "N[C@@H](Cc1ccc(O)cc1)C(=O)N[C@@H](CCC(=O)O)C(=O)O"
}



Record 3
{
  "formula": "C14H18N2O6",
  "method": "ωB97M-V with the def2-TZVPD basis set",
  "symbols": ["C", "C", "C", "C", "C", "C", "C", "C", "C", "C", "C", "C", "C", "C", "H", "H", "H", "H", "H", "H", "H", "H", "H", "H", "H", "H", "H", "H", "H", "H", "H", "H", "N", "N", "O", "O", "O", "O", "O", "O"],
  "positions_angstrom": [[0.057, -0.165, 2.840], [0.497, 0.895, 1.898], [0.939, -1.426, 2.731], [1.068, -1.996, 1.313], [2.148, -1.581, 0.486], [0.160, -2.839, 0.717], [2.268, -1.866, -0.830], [0.236, -3.135, -0.698], [1.315, -2.646, -1.474], [-0.075, 2.370, 0.054], [-1.467, 2.838, -0.285], [0.495, 1.870, -1.225], [-0.377, 0.881, -2.093], [-1.795, 1.279, -2.643], [-1.704, 0.571, 3.283], [-1.720, -1.107, 3.310], [0.379, 0.203, 3.822], [0.475, -2.222, 3.337], [1.898, -1.183, 3.213], [2.908, -1.030, 1.015], [-0.574, -3.260, 1.339], [3.158, -1.515, -1.279], [-0.504, -3.803, -1.106], [2.149, -2.653, -3.247], [-1.257, 0.895, 0.865], [0.371, 3.234, 0.521], [1.461, 1.342, -1.013], [0.757, 2.607, -1.937], [-0.586, -0.010, -1.525], [0.141, 0.546, -3.017], [-3.207, 0.546, -3.555], [-2.390, 4.300, -1.110], [-1.371, -0.276, 2.765], [-0.367, 1.341, 1.015], [1.591, 1.404, 2.064], [1.458, -3.095, -2.777], [-2.419, 2.164, 0.018], [-2.221, 2.364, -2.807], [-2.436, 0.173, -3.056], [-1.458, 3.987, -0.931]],
  "spin_multiplicity": 1,
  "smiles": "N[C@@H](Cc1ccc(O)cc1)C(=O)N[C@@H](CCC(=O)O)C(=O)O"
}



Record 4
{
  "formula": "C14H18N4O4S",
  "method": "ωB97M-V with the def2-TZVPD basis set",
  "symbols": ["C", "C", "C", "C", "H", "H", "C", "C", "O", "N", "N", "C", "S", "N", "C", "O", "C", "C", "C", "C", "C", "C", "N", "O", "O", "H", "H", "H", "H", "H", "H", "H", "H", "H", "H", "H", "H", "H", "H", "H", "H"],
  "positions_angstrom": [[2.475, -5.782, -2.030], [3.486, -5.063, -2.748], [3.292, -3.572, -2.794], [3.299, -2.886, -1.596], [3.710, -3.557, -0.968], [3.956, -1.968, -1.763], [2.103, -2.560, -1.247], [1.854, -2.225, 0.349], [2.658, -2.597, 1.219], [0.933, -1.170, 0.549], [0.909, -0.850, 2.092], [0.182, 0.089, 2.492], [0.239, 0.639, 3.821], [-0.680, 1.045, 1.742], [-1.508, 0.676, 0.506], [-1.281, -0.246, -0.157], [-2.332, 1.974, 0.000], [-3.427, 2.139, 0.801], [-4.491, 3.128, 0.585], [-4.000, 3.933, -0.612], [-2.988, 3.595, -1.370], [-1.855, 2.701, -0.882], [-0.759, 2.540, -1.549], [0.227, 1.941, -1.058], [-0.875, 2.849, -2.576], [-2.755, 4.343, -2.189], [-4.841, 4.674, -1.138], [-5.328, 3.248, 1.185], [-3.602, 1.505, 1.665], [-0.894, 1.952, 2.106], [1.483, -1.312, 2.611], [0.090, -1.102, -0.045], [1.331, -3.486, -1.094], [1.446, -1.883, -1.873], [2.502, -3.483, -3.542], [4.264, -3.252, -3.298], [4.371, -5.462, -2.212], [3.892, -5.444, -3.752], [2.419, -5.563, -0.957], [1.654, -5.702, -2.416], [2.657, -6.782, -2.115]],
  "spin_multiplicity": 1
}



Record 5
{
  "formula": "C14H18N6O3S2",
  "method": "ωB97M-V with the def2-TZVPD basis set",
  "symbols": ["C", "N", "C", "N", "N", "N", "S", "C", "H", "H", "C", "O", "N", "C", "C", "C", "C", "C", "C", "H", "S", "O", "O", "N", "C", "H", "H", "C", "H", "H", "C", "H", "H", "C", "H", "H", "H", "H", "H", "H", "H", "H", "H"],
  "positions_angstrom": [[-1.296, 1.514, -3.366], [-1.858, 1.039, -2.142], [-2.449, 1.735, -1.139], [-2.787, 0.882, -0.191], [-2.400, -0.308, -0.620], [-1.859, -0.241, -1.763], [-2.659, 3.454, -1.144], [-2.522, 3.721, 0.658], [-3.450, 3.412, 1.135], [-2.361, 4.792, 0.774], [-1.295, 2.931, 1.109], [-0.213, 3.125, 0.610], [-1.567, 1.997, 2.056], [-0.784, 0.884, 2.387], [-1.238, 0.041, 3.401], [-0.548, -1.114, 3.719], [0.591, -1.461, 3.009], [1.029, -0.621, 2.006], [0.376, 0.553, 1.695], [0.770, 1.177, 0.912], [2.417, -1.069, 0.964], [2.828, -2.407, 1.297], [3.413, -0.039, 0.998], [1.638, -0.977, -0.531], [0.829, -2.155, -0.790], [0.494, -2.568, 0.160], [-0.049, -1.846, -1.365], [1.717, -3.134, -1.586], [1.186, -3.508, -2.460], [2.003, -3.978, -0.963], [2.954, -2.309, -1.980], [3.222, -2.431, -3.028], [3.805, -2.592, -1.362], [2.552, -0.867, -1.652], [3.387, -0.233, -1.361], [2.012, -0.405, -2.485], [1.138, -2.369, 3.208], [-0.911, -1.754, 4.508], [-2.145, 0.289, 3.932], [-2.512, 1.952, 2.413], [-0.735, 0.696, -3.814], [-0.636, 2.357, -3.159], [-2.085, 1.836, -4.048]],
  "spin_multiplicity": 1,
  "smiles": "Cn1nnnc1SCC(=O)Nc1cccc(S(=O)(=O)N2CCCC2)c1"
}



DFT total energy / Eh: -1030.01446, -1105.29773, -1105.26425, -1461.88188, -1894.88668
Energy above the lowest of the compared OMol25 structures with the same formula, charge and spin / kJ/mol: 167.5, 1.1, 89.0, 1509.2, 0.0
LUMO energy / eV: 0.4, 0.6, 0.6, -1.3, 0.4